58
Properties=species:S:1:pos:R:3 method="wB97M-V/def2-TZVPD" s_squared=3.759 lumo_ev="2.562 / 2.560" spin_multiplicity=4 total_charge=-1 e_tot_ev=-87537.8834 homo_energy_ha="-0.1679 / -0.1682"
C -2.32197 -2.52410 1.46381
H 1.52419 -3.97664 0.19384
H -0.66208 -0.06840 4.49825
H 1.47967 2.28455 -2.11898
C -2.48723 -2.29706 -0.04282
H -1.43748 -0.19813 -2.50304
H 0.50148 2.48823 -0.65887
C 1.89222 -0.64293 -3.30152
H -3.43502 4.65867 1.63919
O -0.88307 -2.74709 3.87919
H 1.21403 0.73695 2.67957
C 0.93913 -3.08661 -0.05151
C 2.54279 -1.69348 1.25704
H 2.62564 -2.02347 -0.86897
H 3.66676 1.03858 -1.99823
C -3.20450 3.86730 0.94042
C -3.38268 2.81196 -1.19503
H 3.20334 -0.82570 1.30391
H 2.14934 1.15550 0.62815
C 0.64945 -0.73943 -2.41752
H 2.15237 0.39905 -3.49684
S -1.73830 2.89550 3.00920
H 2.12259 3.18286 -0.74404
N -2.05059 1.81432 0.54964
C -2.34968 2.82713 1.40617
C -0.51648 0.02940 -3.03585
C 1.86186 -1.86334 -0.10128
H 1.68204 -1.11002 -4.26768
N -1.49610 -1.48591 2.04311
N 0.23039 0.50089 2.66947
Co -0.99030 0.00282 0.87025
C 1.51590 2.31907 -1.02750
C 2.12279 1.03221 -0.45911
O -2.07009 -1.15883 -0.49441
P 0.90754 -0.36142 -0.61713
H -4.35249 4.67176 -0.66155
C -3.70522 3.86737 -0.33019
H -0.29221 1.36138 2.89275
O -3.00099 -3.18298 -0.71994
H 0.18557 -2.95839 0.72457
H 0.33794 -1.78684 -2.37979
C -0.86532 -1.71872 3.19148
H -0.33841 1.10791 -3.03023
H -1.91190 -3.52185 1.63313
H 0.41824 -3.27588 -0.99008
H 2.76603 -1.13890 -2.87768
C -2.57313 1.82710 -0.70017
H 0.84835 -0.90007 4.15837
H -3.32647 -2.52883 1.90088
C -0.06512 -0.51963 3.70221
H 4.22228 1.53956 -0.40829
H -3.76873 2.74759 -2.20255
H -0.64327 -0.27968 -4.07766
H 3.94673 -0.16708 -0.74484
H 1.79373 -1.60510 2.04259
C 3.56698 0.83819 -0.93270
H 3.14079 -2.58029 1.47980
H -2.34135 0.96093 -1.30099